{
  "formula": "C16H64Cl2N3O24P2",
  "method": "wB97M-V/def2-TZVPD",
  "charge": 1,
  "homo_ev": -12.2991,
  "species": ["C", "C", "C", "C", "C", "C", "O", "N", "O", "N", "P", "P", "O", "O", "O", "C", "O", "C", "C", "C", "C", "C", "C", "N", "C", "Cl", "C", "C", "Cl", "H", "H", "H", "H", "H", "H", "H", "H", "H", "H", "H", "H", "H", "H", "H", "H", "H", "H", "H", "H", "H", "H", "H", "H", "H", "H", "H", "H", "O", "H", "H", "O", "H", "H", "O", "H", "H", "O", "H", "H", "O", "H", "H", "O", "H", "H", "O", "H", "H", "O", "H", "H", "O", "H", "H", "O", "H", "H", "O", "H", "H", "O", "H", "H", "O", "H", "H", "O", "H", "H", "O", "H", "H", "O", "H", "H", "O", "H", "H", "O", "H", "H"],
  "xyz": [[-4.248, 4.031, 3.062], [-3.190, 4.111, 1.903], [-3.015, 2.714, 1.221], [-1.620, 2.122, 1.341], [-0.869, 1.984, 2.447], [-1.158, 2.355, 3.874], [-1.129, 1.222, 4.782], [-1.559, 0.064, 4.058], [-2.151, -0.626, 4.782], [0.317, 1.340, 1.995], [1.778, 0.756, 2.808], [2.278, 1.910, 4.582], [3.731, 1.760, 4.734], [1.646, 1.288, 5.920], [1.980, 3.506, 4.498], [0.227, 1.131, 0.699], [1.214, 0.535, 0.064], [0.840, -0.764, -0.564], [1.462, -2.002, 0.142], [1.412, -3.159, -0.875], [0.714, -2.297, 1.485], [-0.297, -3.463, 1.391], [1.713, -2.649, 2.640], [-0.955, 1.590, 0.219], [-1.426, 1.516, -1.110], [-2.370, 0.114, -1.610], [-1.183, 2.496, -1.988], [-0.397, 3.729, -1.529], [-1.768, 2.372, -3.615], [-4.556, 3.002, 3.293], [-5.162, 4.591, 2.827], [-3.789, 4.452, 3.972], [-2.248, 4.566, 2.231], [-3.648, 4.761, 1.144], [-3.711, 1.966, 1.632], [-3.244, 2.814, 0.148], [-0.550, 3.181, 4.261], [-2.203, 2.711, 3.891], [2.819, 1.059, 1.893], [1.013, 1.913, 6.324], [1.777, 3.797, 3.597], [-0.252, -0.829, -0.581], [1.276, -0.752, -1.573], [2.526, -1.793, 0.353], [0.394, -3.376, -1.261], [2.088, -3.027, -1.735], [1.769, -4.074, -0.359], [0.158, -1.383, 1.786], [-0.715, -3.625, 2.397], [-1.111, -3.225, 0.703], [0.169, -4.410, 1.093], [1.988, -3.719, 2.579], [1.168, -2.529, 3.583], [2.654, -2.078, 2.620], [-0.082, 4.266, -2.431], [0.497, 3.442, -0.959], [-1.066, 4.343, -0.906], [4.593, -1.493, 2.327], [4.899, -0.811, 2.939], [5.158, -1.385, 1.553], [-5.230, 3.386, -4.238], [-4.908, 4.228, -4.580], [-4.438, 2.852, -4.132], [-1.315, 4.241, -6.347], [-0.389, 4.344, -6.608], [-1.280, 3.680, -5.567], [-2.919, -2.285, 1.361], [-3.658, -2.421, 1.969], [-2.549, -1.437, 1.629], [-0.563, -3.612, -3.130], [-1.321, -3.035, -2.990], [-0.858, -4.224, -3.819], [-0.564, -6.459, -4.575], [-0.059, -6.719, -3.798], [0.029, -6.643, -5.307], [2.528, -5.866, -1.106], [3.452, -5.728, -1.343], [2.568, -6.449, -0.338], [-0.001, 3.024, 8.077], [-0.728, 2.480, 7.751], [-0.177, 3.102, 9.023], [1.913, -1.724, 5.586], [1.166, -1.837, 6.184], [2.290, -0.870, 5.830], [3.950, 3.418, 1.655], [4.878, 3.535, 1.424], [3.974, 2.875, 2.451], [-0.259, 6.119, 7.571], [-0.066, 5.209, 7.828], [-0.078, 6.144, 6.628], [2.090, -7.122, -4.495], [2.639, -6.789, -5.217], [2.544, -6.824, -3.698], [1.633, 3.520, -7.625], [1.825, 2.601, -7.404], [1.767, 3.564, -8.580], [-2.605, 6.114, -8.077], [-2.010, 6.567, -8.682], [-2.040, 5.488, -7.601], [4.146, 3.090, -8.686], [4.616, 3.843, -9.060], [3.596, 3.470, -7.985], [-5.496, -3.345, 0.007], [-6.075, -2.900, -0.621], [-4.814, -2.693, 0.204], [3.673, -8.615, -6.522], [4.311, -9.257, -6.849], [3.143, -9.109, -5.885], [-1.008, -7.323, -1.545], [-1.595, -6.876, -2.166], [-0.334, -6.665, -1.343]],
  "forces_ev_per_a": [[0.74, 0.30, 0.24], [-1.59, -0.58, -0.14], [0.83, 0.00, -0.26], [-2.07, 0.81, -0.31], [1.16, -0.23, -0.45], [-1.07, -0.11, -0.30], [0.52, 0.91, -0.64], [-0.77, -0.44, 1.00], [0.47, -0.19, -0.56], [0.12, 1.21, 0.42], [0.06, -1.94, 0.85], [2.14, 1.44, 1.07], [0.24, -0.87, -1.15], [-1.01, 1.32, -1.15], [-1.25, -0.91, 0.10], [0.74, -0.86, -0.67], [-0.90, 0.22, 0.07], [0.98, -1.37, -0.52], [-0.63, 0.75, -0.14], [-0.05, -0.60, 0.67], [0.96, -0.92, 0.28], [0.07, 0.39, 0.15], [-0.58, -0.22, -0.54], [0.44, -0.20, 1.22], [-0.61, -0.48, -1.40], [0.31, 0.51, 0.81], [0.56, 0.22, 0.87], [-0.41, -0.45, -0.87], [0.30, 0.14, 0.74], [0.16, 0.23, -0.12], [0.35, -0.09, 0.10], [-0.50, -0.06, -0.17], [-0.18, -0.25, -0.12], [0.51, -0.01, 0.21], [0.05, 0.38, -0.15], [0.04, -0.19, 0.32], [0.18, -0.53, 0.08], [0.42, 0.07, -0.10], [-0.47, 0.77, 0.28], [0.09, -0.35, 0.36], [0.19, 0.10, 0.11], [0.30, -0.08, -0.11], [-0.45, 0.44, 0.21], [-0.39, 0.15, -0.01], [0.78, 0.25, 0.31], [-0.28, 0.23, 0.26], [-0.33, 0.76, -0.44], [0.14, -0.27, -0.09], [-0.07, 0.07, -0.40], [0.19, -0.33, 0.14], [0.05, 0.37, 0.03], [-0.08, 0.36, -0.13], [0.46, 0.06, -0.13], [-0.77, -0.18, 0.17], [-0.08, 0.15, 0.44], [-0.30, 0.06, -0.16], [0.34, 0.04, -0.26], [0.29, 0.46, -0.17], [0.05, -0.13, 0.11], [0.04, -0.09, 0.04], [0.14, 0.06, 0.13], [-0.09, -0.02, -0.08], [-0.07, -0.02, -0.05], [0.37, -0.01, 0.06], [0.03, -0.17, -0.09], [-0.03, 0.13, -0.09], [-0.69, 0.44, 0.10], [0.08, -0.14, 0.05], [0.05, -0.04, 0.01], [-0.37, 0.04, -0.29], [-0.01, -0.03, -0.01], [0.20, -0.23, -0.03], [-0.64, 0.45, 0.12], [0.13, -0.18, -0.15], [0.10, -0.04, 0.11], [0.25, -0.51, -0.07], [-0.01, 0.04, 0.03], [-0.02, -0.08, -0.08], [-0.15, -0.15, -0.28], [-0.13, 0.10, 0.12], [0.18, -0.05, 0.03], [-0.03, 0.22, 0.13], [0.08, -0.03, 0.06], [-0.01, -0.17, 0.12], [-0.18, -0.18, -0.01], [-0.04, 0.11, -0.01], [0.27, 0.06, 0.22], [-0.06, -0.10, -0.05], [0.00, -0.03, -0.06], [0.06, 0.09, 0.04], [0.42, 0.09, -0.01], [0.04, -0.19, -0.04], [-0.13, -0.05, 0.07], [-0.11, 0.04, 0.18], [-0.16, -0.03, -0.06], [-0.15, -0.05, -0.01], [0.26, 0.00, -0.05], [-0.11, 0.05, -0.03], [-0.35, 0.05, 0.05], [-0.04, 0.15, 0.06], [0.08, -0.09, -0.02], [0.27, 0.04, -0.08], [0.02, 0.24, 0.02], [-0.07, -0.11, 0.02], [0.13, -0.11, -0.12], [0.01, -0.10, 0.09], [0.01, 0.08, -0.07], [-0.05, 0.11, 0.02], [0.17, 0.18, -0.11], [-0.07, -0.08, 0.03], [-0.05, 0.01, 0.05]]
}